a:
Here is a 2-piece molecular cluster, C5H14N2O overall from OMol25. Energies are from wB97M-V/def2-TZVPD.

The value obtained for the HOMO energy is -9.00 eV.

```
! wB97M-V def2-TZVPD RIJCOSX def2/J DEFGRID3
* xyz 0 1
O 2.869 -0.164 -0.741
N 2.539 2.084 0.831
N -1.012 -0.373 -1.339
C 1.412 -1.603 0.490
C 1.803 0.885 1.155
C -1.991 -0.418 -0.276
C -3.319 0.252 -0.615
C 2.023 -0.284 0.121
H -4.050 0.093 0.174
H -1.490 0.069 0.636
H 0.366 -1.556 0.170
H 2.260 2.424 -0.084
H -3.176 1.318 -0.785
H -1.259 -0.958 -2.131
H 0.734 1.105 1.203
H 2.124 0.532 2.138
H -0.823 0.591 -1.599
H 1.841 -2.415 -0.093
H 1.507 -1.793 1.556
H 3.526 1.854 0.740
H -2.157 -1.468 -0.021
H -3.729 -0.173 -1.531
*
```



b:
Here is one molecule with the formula C5H14N2O from OMol25. Energies are from wB97M-V/def2-TZVPD.

The value obtained for the HOMO energy is -8.28 eV.

```
! wB97M-V def2-TZVPD RIJCOSX def2/J DEFGRID3
* xyz 0 1
O -1.518 -2.308 2.151
N -0.492 1.214 -0.181
N 2.433 0.124 -1.330
C -0.869 -1.155 0.045
C 0.204 -0.057 -0.140
C -1.602 -1.037 1.479
C 1.061 -0.403 -1.468
C 0.027 2.480 0.360
H -1.026 -2.881 1.496
H 0.654 2.171 1.325
H 0.379 -0.316 -2.304
H -1.445 -1.216 -0.794
H -0.554 -2.208 -0.022
H -0.961 1.313 -1.158
H 1.309 -1.570 -1.459
H -0.798 2.929 0.814
H 1.073 0.058 0.547
H 2.744 0.758 -1.970
H -1.147 -0.312 2.186
H -2.675 -0.844 1.232
H 0.579 3.088 -0.372
H 2.623 0.172 -0.439
*
```



c:
Here is C5H14N2O as an isolated structure from OMol25. Energies are from wB97M-V/def2-TZVPD.

The value obtained for the HOMO energy is -7.76 eV.

```
! wB97M-V def2-TZVPD RIJCOSX def2/J DEFGRID3
* xyz 0 1
O -0.598 -1.233 -3.257
N -0.834 0.169 -0.869
N 0.115 -0.898 -0.749
C 0.407 -0.914 -2.360
C -0.028 0.275 0.754
C 1.174 1.186 0.471
C 0.397 -0.773 1.802
C -1.122 1.124 1.428
H -1.780 -0.189 -0.713
H 1.267 -1.340 1.472
H 1.544 1.655 1.381
H -0.318 -1.791 -0.516
H 1.138 -1.720 -2.428
H -0.753 1.620 2.324
H 0.858 0.064 -2.526
H 0.891 1.974 -0.222
H -1.223 -0.495 -3.258
H -1.446 1.933 0.776
H -1.981 0.508 1.696
H 0.721 -0.308 2.732
H 1.993 0.610 0.043
H -0.425 -1.457 2.019
*
```



Most favorable structure: a. The second most favorable one is 265.1 kJ/mol above it.



a:
Here is a 2-piece molecular cluster, C5H14N2O overall from OMol25. Energies are from wB97M-V/def2-TZVPD.

The value obtained for the HOMO energy is -7.99 eV.

```
! wB97M-V def2-TZVPD RIJCOSX def2/J DEFGRID3
* xyz 0 1
O 4.074 0.188 2.547
N -0.687 2.288 0.270
N -0.704 -0.978 -2.775
C -0.863 0.297 1.651
C -1.074 -2.143 -0.731
C -0.092 0.160 -0.697
C -0.682 -1.043 -1.389
C -1.039 0.879 0.253
H -0.612 -2.568 0.142
H -1.553 -0.551 1.786
H 0.901 -0.141 -0.336
H 3.978 -0.241 1.687
H -1.070 0.926 2.521
H 5.020 0.078 2.699
H 0.290 2.483 0.363
H -1.723 -2.859 -1.234
H -1.393 -1.531 -3.263
H -1.315 2.884 0.778
H 0.094 -0.073 2.054
H -2.041 0.633 -0.072
H 0.263 0.851 -1.478
H -0.763 -0.052 -3.179
*
```



b:
Here is one molecule with the formula C5H14N2O from OMol25. Energies are from wB97M-V/def2-TZVPD.

The value obtained for the HOMO energy is -9.34 eV.

```
! wB97M-V def2-TZVPD RIJCOSX def2/J DEFGRID3
* xyz 0 1
O 0.192 2.497 1.053
N -0.560 -0.058 1.665
N 1.675 -0.405 -1.394
C -0.655 -1.166 -1.147
C -2.110 -0.719 -1.093
C 1.233 1.527 1.118
C 0.424 -0.046 -0.721
C 0.623 0.066 0.809
H -1.040 -0.943 1.499
H -2.253 0.227 -1.626
H 2.367 0.335 -1.320
H -2.467 -0.579 -0.070
H 1.651 1.538 2.130
H 0.081 0.906 -1.139
H -2.763 -1.470 -1.552
H -0.284 -0.098 2.646
H -0.458 -1.439 -2.193
H 2.069 -1.261 -1.008
H 1.363 -0.671 1.139
H 2.025 1.820 0.423
H -0.612 2.019 1.347
H -0.500 -2.081 -0.565
*
```



c:
Here is a 2-piece molecular cluster, C5H14N2O overall from OMol25. Energies are from wB97M-V/def2-TZVPD.

The value obtained for the HOMO energy is -8.89 eV.

```
! wB97M-V def2-TZVPD RIJCOSX def2/J DEFGRID3
* xyz 0 1
O 0.048 -1.802 -1.291
N 0.348 0.303 -2.231
N 1.954 -1.011 0.280
C -1.933 0.046 1.993
C -2.625 -0.163 0.877
C 0.863 -0.048 0.177
C 1.337 1.403 0.112
C -0.017 -0.439 -1.032
H -1.581 -0.771 2.604
H 0.081 -0.244 -3.043
H 0.487 2.082 0.093
H 2.397 -0.952 1.187
H -0.132 1.194 -2.274
H -1.093 -0.232 -0.707
H -2.934 -1.156 0.587
H 1.940 1.638 0.988
H -3.089 0.653 0.341
H 0.877 -2.117 -0.886
H 2.653 -0.804 -0.430
H 1.931 1.559 -0.786
H 0.227 -0.181 1.075
H -1.738 1.041 2.365
*
```



Most favorable structure: b. The second most favorable one is 68.9 kJ/mol above it.



a:
Here is C5H14N2O as an isolated structure from OMol25. Energies are from wB97M-V/def2-TZVPD.

The value obtained for the HOMO energy is -8.24 eV.

```
! wB97M-V def2-TZVPD RIJCOSX def2/J DEFGRID3
* xyz 0 1
O 2.985 -0.654 -0.190
N -0.710 1.677 0.538
N 0.566 0.725 -0.324
C -0.957 -1.245 -0.561
C 0.245 -0.557 0.053
C 1.886 -1.180 -0.822
C -1.909 2.136 -0.105
C 0.451 -0.874 1.515
H -2.226 1.477 -0.919
H 1.387 -0.445 1.863
H 0.271 0.892 -1.285
H -0.374 -0.455 2.093
H -0.807 -2.325 -0.558
H 1.804 -0.924 -1.881
H -1.766 3.135 -0.543
H -1.851 -1.007 0.013
H 1.832 -2.251 -0.647
H -1.117 -0.917 -1.588
H -2.768 2.224 0.582
H 2.890 0.309 -0.194
H -0.280 2.210 1.286
H 0.449 -1.952 1.675
*
```



b:
Here is a 2-piece molecular cluster, C5H14N2O overall from OMol25. Energies are from wB97M-V/def2-TZVPD.

The value obtained for the HOMO energy is -8.84 eV.

```
! wB97M-V def2-TZVPD RIJCOSX def2/J DEFGRID3
* xyz 0 1
O 0.364 -0.879 -1.504
N -1.897 0.278 -0.337
N -0.896 -0.416 0.395
C 1.446 1.373 0.949
C 0.414 2.386 1.298
C 2.116 1.338 -0.190
C -0.991 -2.672 -0.737
C -0.162 -1.447 -0.342
H 0.374 3.180 0.549
H 2.871 0.595 -0.392
H -0.557 1.899 1.356
H 1.626 0.620 1.704
H -0.354 -3.379 -1.259
H -1.416 0.802 -1.062
H -1.798 -2.384 -1.410
H -2.544 -0.363 -0.804
H 0.902 -0.115 -1.240
H -1.333 -0.816 1.220
H 1.967 2.083 -0.956
H 0.646 -1.765 0.341
H 0.631 2.827 2.268
H -1.408 -3.145 0.151
*
```



c:
Here is a 2-piece molecular cluster, C5H14N2O overall from OMol25. Energies are from wB97M-V/def2-TZVPD.

The value obtained for the HOMO energy is -7.95 eV.

```
! wB97M-V def2-TZVPD RIJCOSX def2/J DEFGRID3
* xyz 0 1
O -1.559 0.659 2.898
N -0.546 -2.614 -0.191
N 0.669 3.110 -0.555
C -0.173 0.998 -1.342
C 1.386 -1.067 0.121
C -0.693 -0.393 -1.162
C -0.156 -1.153 0.010
C 0.302 1.728 -0.333
H -0.475 -0.856 -2.141
H -0.595 -0.832 1.040
H 1.907 -0.341 0.763
H 1.916 -1.182 -0.774
H 1.796 -1.902 0.640
H -1.721 -0.280 -1.033
H -0.144 -2.926 -1.053
H -1.767 -0.292 3.099
H -0.331 -3.030 0.648
H 0.342 1.506 0.686
H 0.027 1.115 -2.362
H 0.733 3.301 -1.494
H 1.469 3.416 0.005
H -2.390 1.036 2.532
*
```



d:
Here is one molecule with the formula C5H14N2O from OMol25. Energies are from wB97M-V/def2-TZVPD.

The value obtained for the HOMO energy is -8.66 eV.

```
! wB97M-V def2-TZVPD RIJCOSX def2/J DEFGRID3
* xyz 0 1
O 2.374 -1.970 -1.418
N 0.048 -0.135 0.316
N -2.842 1.942 0.443
C 1.470 -0.112 -0.056
C -0.433 1.216 0.547
C -0.737 -0.757 -0.746
C -1.836 1.239 1.206
C 2.085 -1.512 -0.109
H -1.680 -1.121 -0.334
H 1.993 0.470 0.697
H -0.893 -0.087 -1.601
H -0.243 -1.670 -1.092
H 0.292 1.745 1.175
H 1.371 -2.219 0.318
H -0.516 1.795 -0.386
H 3.139 -1.478 -1.760
H -3.236 2.781 0.848
H -3.497 1.453 -0.137
H 1.600 0.393 -1.026
H -1.733 1.724 2.174
H -2.147 0.215 1.397
H 2.971 -1.536 0.544
*
```



Most favorable structure: d. The second most favorable one is 58.1 kJ/mol above it.



a:
Here is one molecule with the formula C5H14N2O from OMol25. Energies are from wB97M-V/def2-TZVPD.

The value obtained for the HOMO energy is -8.54 eV.

```
! wB97M-V def2-TZVPD RIJCOSX def2/J DEFGRID3
* xyz 0 1
O -1.205 -3.068 -0.752
N 0.450 0.839 -0.446
N 0.902 -2.416 1.220
C -0.503 3.110 -0.713
C 0.466 -0.026 0.714
C -1.123 -1.815 -0.053
C 0.677 2.258 -0.269
C 0.324 -1.463 0.281
H -0.715 -3.007 -1.581
H -0.282 4.148 -0.482
H 1.505 2.554 -0.931
H -0.706 2.977 -1.764
H -1.662 -1.056 -0.622
H 0.520 -2.255 2.151
H -1.633 -2.010 0.889
H 0.881 0.431 -1.258
H 0.910 -1.600 -0.638
H 1.058 2.437 0.735
H -1.406 2.906 -0.117
H 1.352 0.107 1.352
H 0.558 -3.335 0.944
H -0.368 0.285 1.340
*
```



b:
Here is one molecule with the formula C5H14N2O from OMol25. Energies are from wB97M-V/def2-TZVPD.

The value obtained for the HOMO energy is -8.76 eV.

```
! wB97M-V def2-TZVPD RIJCOSX def2/J DEFGRID3
* xyz 0 1
O 1.842 -1.051 -1.175
N 0.742 0.932 2.522
N -1.172 0.068 0.224
C -0.531 -1.252 -1.722
C 0.348 1.684 1.334
C -0.864 0.145 -1.221
C -1.081 1.362 0.887
C 0.666 -1.877 -1.020
H 0.932 -2.805 -1.532
H -1.431 -1.855 -1.578
H -1.788 0.484 -1.707
H 0.530 2.745 1.487
H -2.036 -0.382 0.456
H 0.961 1.411 0.463
H 1.904 -0.516 -0.361
H -1.580 2.195 0.374
H -1.697 1.245 1.793
H 0.496 1.393 3.367
H -0.074 0.873 -1.375
H 0.508 -2.025 0.048
H -0.241 -1.309 -2.776
H 0.401 -0.024 2.425
*
```



c:
Here is a 3-piece molecular cluster, C5H14N2O overall from OMol25. Energies are from wB97M-V/def2-TZVPD.

The value obtained for the HOMO energy (spin up / spin down) is -6.57 / -6.57 eV.

```
! wB97M-V def2-TZVPD RIJCOSX def2/J DEFGRID3
* xyz 0 1
O 0.581 2.300 -2.002
N -0.637 1.718 -1.340
N -1.470 1.171 -2.297
C 0.059 -1.485 2.521
C -0.098 0.733 0.588
C 0.989 -0.527 1.823
C -0.084 -1.306 -0.922
C 0.487 -0.044 -0.385
H 1.867 -1.008 1.396
H 0.341 1.685 0.845
H -1.115 0.531 0.899
H -0.957 0.635 -3.000
H 0.552 -1.960 3.379
H -1.047 -1.546 -0.476
H -1.993 1.895 -2.794
H 0.446 3.252 -1.921
H -0.830 -0.977 2.903
H -0.233 -1.183 -1.999
H 0.606 -2.142 -0.792
H 1.484 0.233 -0.712
H -0.270 -2.286 1.855
H 1.322 0.310 2.432
*
```



d:
Here is C5H14N2O as an isolated structure from OMol25. Energies are from wB97M-V/def2-TZVPD.

The value obtained for the HOMO energy is -7.49 eV.

```
! wB97M-V def2-TZVPD RIJCOSX def2/J DEFGRID3
* xyz 0 1
O -3.539 0.470 -0.328
N -1.091 0.194 0.361
N 0.438 0.163 -1.458
C 0.054 -0.307 -0.189
C 0.196 -1.813 -0.100
C -2.505 -0.367 -0.702
C 1.171 0.613 1.254
C 2.400 1.290 0.701
H 1.249 -2.068 0.019
H -1.128 1.204 0.242
H 2.127 2.117 0.038
H -2.636 -1.413 -0.417
H -0.360 -2.185 0.755
H -0.186 -2.298 -0.997
H 3.016 0.587 0.136
H 3.025 1.730 1.488
H 0.574 1.298 1.854
H 1.234 -0.304 -1.867
H -3.642 0.410 0.630
H -2.315 -0.244 -1.768
H 1.409 -0.245 1.879
H 0.508 1.168 -1.532
*
```



Most favorable structure: a. The second most favorable one is 9.3 kJ/mol above it.